--- one ---
ORCA calculation (ωB97M-V/def2-TZVPD) on a cluster of 2 separate species, CH5OS in total.

```
8
CH5OS | the OMol25 dataset | ωB97M-V/def2-TZVPD
O -0.253 0.031 -2.329
H 0.018 0.182 -1.388
C -0.098 0.126 1.323
S 1.373 -0.412 0.386
H -0.264 1.206 1.339
H -0.973 -0.351 0.852
H -0.293 -0.219 2.354
H 0.490 -0.563 -2.536
```

Calculated values
Total charge: -1
LUMO energy: 4.375 eV
Kohn-Sham gap: 6.9 eV
HOMO: -2.497 eV

---

--- two ---
ORCA calculation (ωB97M-V/def2-TZVPD) on a cluster of 2 separate species, CH5OS in total.

```
8
CH5OS | the OMol25 dataset | ωB97M-V/def2-TZVPD
S 2.585 -0.291 -0.165
H 2.366 0.765 0.639
C -1.093 0.134 -0.137
O -0.497 -1.057 0.283
H -0.705 1.008 0.400
H -0.969 0.314 -1.217
H -2.168 0.079 0.075
H 0.481 -0.951 0.122
```

Calculated values
Total charge: -1
LUMO energy: 4.299 eV
Kohn-Sham gap: 7.2 eV
HOMO: -2.888 eV

---

Pick two: it beats the second-best structure by 11.7 kJ/mol.

---

--- one ---
ORCA calculation (ωB97M-V/def2-TZVPD) on an isolated molecule of C8H9N3.

```
20
C8H9N3 | the OMol25 dataset | ωB97M-V/def2-TZVPD
C 2.867 -0.479 0.085
C 1.389 -0.387 0.047
C -0.552 0.641 -0.147
C -1.529 1.584 0.058
C -2.856 1.084 0.157
C -3.077 -0.317 -0.117
C -2.120 -1.310 -0.036
C -0.767 -0.840 -0.119
H 3.596 1.387 0.811
H 2.609 1.438 -0.705
H 3.258 -1.260 -0.595
H 3.275 -0.751 1.150
H -1.307 2.731 -0.142
H -3.655 1.788 0.224
H -3.953 -0.771 -0.006
H -2.433 -2.427 -0.127
H 0.463 -2.383 -0.280
N 3.455 0.809 -0.154
N 0.888 0.791 -0.195
N 0.448 -1.329 0.090
```

Calculated values
Total charge: 0
SMILES string: NCc1nc2ccccc2[nH]1
LUMO energy: 0.679 eV
Kohn-Sham gap: 9.1 eV
HOMO: -8.406 eV

---

--- two ---
ORCA calculation (ωB97M-V/def2-TZVPD) on a structure of composition C8H9N3.

```
20
C8H9N3 | the OMol25 dataset | ωB97M-V/def2-TZVPD
C 2.059 1.525 -0.010
C 1.382 -0.911 0.088
C -0.633 -1.159 0.031
C -2.022 -1.554 -0.060
C -3.042 -0.566 0.053
C -2.707 0.719 -0.007
C -1.342 1.180 0.023
C -0.436 0.271 -0.092
H 3.017 1.096 -0.365
H 1.761 2.300 -0.683
H 2.054 2.054 1.052
H 2.515 -2.270 0.452
H 3.796 -0.361 -0.132
H -2.282 -2.547 -0.365
H -3.914 -1.048 -0.365
H -3.266 1.768 0.326
H -0.996 2.243 -0.022
N 0.967 0.455 0.057
N 2.611 -1.304 -0.177
N 0.481 -1.891 0.193
```

Calculated values
Total charge: 0
LUMO energy: -0.610 eV
Kohn-Sham gap: 6.8 eV
HOMO: -7.379 eV

---

Pick one: it beats the second-best structure by 291.6 kJ/mol.

---

--- one ---
ORCA calculation (ωB97M-V/def2-TZVPD) on a structure of composition CHF2NO3.

```
8
CHF2NO3 | the OMol25 dataset | ωB97M-V/def2-TZVPD
C 0.070 -0.462 0.273
N 0.418 1.031 0.140
O 1.553 1.364 0.420
O -0.500 1.679 -0.217
O -1.141 -0.862 0.252
F 0.539 -0.805 -1.394
F 0.910 -1.068 1.038
H -1.848 -0.878 -0.512
```

Calculated values
Total charge: 0
LUMO energy: -0.898 eV
Kohn-Sham gap: 11.1 eV
HOMO: -12.026 eV

---

--- two ---
ORCA calculation (ωB97M-V/def2-TZVPD) on an isolated molecule of CHF2NO3.

```
8
CHF2NO3 | the OMol25 dataset | ωB97M-V/def2-TZVPD
C -0.456 -0.150 0.439
N 1.003 -0.188 -0.278
O 1.114 0.698 -1.069
O 1.776 -1.067 -0.033
O -1.382 0.059 -0.488
F -0.554 -1.207 1.189
F -0.297 0.948 1.314
H -1.204 0.906 -1.075
```

Calculated values
Total charge: 0
SMILES string: O=[N+]([O-])C(O)(F)F
LUMO energy: -0.018 eV
Kohn-Sham gap: 11.6 eV
HOMO: -11.636 eV

---

Pick two: it beats the second-best structure by 154.8 kJ/mol.

---

--- one ---
ORCA calculation (ωB97M-V/def2-TZVPD) on an isolated molecule of CH2N2S2.

```
7
CH2N2S2 | the OMol25 dataset | ωB97M-V/def2-TZVPD
C 0.201 0.196 -0.028
N 1.098 1.067 0.134
N 1.330 2.152 0.665
S 2.210 2.652 2.043
S 3.137 1.929 3.745
H 0.377 -0.584 -0.751
H -0.737 0.192 0.514
```

Calculated values
Total charge: 0
LUMO energy (spin up / spin down): -1.391 / -1.016 eV
Kohn-Sham gap (spin up / spin down): 6.9 / 7.4 eV
HOMO (spin up / spin down): -8.279 / -8.423 eV

---

--- two ---
ORCA calculation (ωB97M-V/def2-TZVPD) on a cluster of 2 separate species, CH2N2S2 in total.

```
7
CH2N2S2 | the OMol25 dataset | ωB97M-V/def2-TZVPD
C 1.967 -0.166 0.229
N 3.095 -0.373 0.207
N -0.898 0.072 -0.216
S -1.800 -1.127 0.400
S -1.014 1.598 0.328
H -1.317 -2.043 -0.461
H -0.032 2.038 -0.487
```

Calculated values
Total charge: 0
LUMO energy (spin up / spin down): -3.110 / -3.489 eV
Kohn-Sham gap (spin up / spin down): 6.0 / 4.8 eV
HOMO (spin up / spin down): -9.094 / -8.335 eV

---

--- three ---
ORCA calculation (ωB97M-V/def2-TZVPD) on a cluster of 2 separate species, CH2N2S2 in total.

```
7
CH2N2S2 | the OMol25 dataset | ωB97M-V/def2-TZVPD
C -1.808 -0.432 -1.450
N -1.515 -0.791 -2.656
N -0.292 -0.204 0.741
S -3.554 -0.298 -1.136
S -3.108 -0.868 -3.133
H 0.210 -0.848 0.055
H 0.055 0.664 0.451
```

Calculated values
Total charge: 0
LUMO energy (spin up / spin down): -1.425 / -0.847 eV
Kohn-Sham gap (spin up / spin down): 8.1 / 8.8 eV
HOMO (spin up / spin down): -9.497 / -9.605 eV

---

Pick one: it beats the second-best structure by 149.8 kJ/mol.

---

--- one ---
ORCA calculation (ωB97M-V/def2-TZVPD) on a cluster of 3 separate species, C4H14O3S in total.

```
22
C4H14O3S | the OMol25 dataset | ωB97M-V/def2-TZVPD
C -0.956 1.527 1.776
O -1.382 2.871 1.303
C -1.285 0.416 0.758
C -1.210 -1.008 1.465
C -0.094 -1.925 0.970
S 1.485 -1.244 1.324
H 0.179 1.704 1.645
H -1.314 1.190 2.764
H -2.272 3.206 1.516
H -0.456 0.421 0.024
H -2.129 0.714 0.083
H -2.099 -1.561 1.346
H -1.127 -0.863 2.600
H -0.156 -3.026 1.209
H -0.046 -1.872 -0.117
H 2.225 -1.231 0.230
H 0.143 0.304 -4.358
H 0.930 1.549 -3.984
O 0.866 0.577 -3.727
H 2.841 0.120 -2.417
H 2.574 -1.178 -1.994
O 3.282 -0.693 -2.416
```

Calculated values
Total charge: 0
SMILES string: OCCCCS.O.O
LUMO energy: 0.397 eV
Kohn-Sham gap: 9.5 eV
HOMO: -9.079 eV

---

--- two ---
ORCA calculation (ωB97M-V/def2-TZVPD) on a cluster of 3 separate species, C4H14O3S in total.

```
22
C4H14O3S | the OMol25 dataset | ωB97M-V/def2-TZVPD
C 0.887 -0.125 1.976
O 2.094 -0.167 2.835
C 1.355 -0.292 0.516
C 1.335 1.037 -0.261
C 0.328 1.096 -1.448
S -1.175 1.887 -0.764
H 0.371 -0.970 2.436
H 0.319 0.789 2.170
H 2.265 0.746 3.081
H 0.934 -1.139 -0.056
H 2.370 -0.662 0.668
H 2.342 1.314 -0.569
H 0.959 1.758 0.453
H 0.698 1.881 -2.100
H 0.228 0.181 -2.027
H -1.742 2.385 -1.861
H -0.770 -2.503 -2.087
H -0.784 -1.823 -0.707
O -0.209 -2.274 -1.335
H -3.533 -1.986 -0.060
H -2.756 -3.196 -0.289
O -2.737 -2.275 -0.550
```

Calculated values
Total charge: 0
SMILES string: OCCCCS.O.O
LUMO energy: 0.405 eV
Kohn-Sham gap: 9.3 eV
HOMO: -8.942 eV

---

Pick two: it beats the second-best structure by 62.6 kJ/mol.

---

--- one ---
ORCA calculation (ωB97M-V/def2-TZVPD) on a structure of composition C4H10NO2.

```
17
C4H10NO2 | the OMol25 dataset | ωB97M-V/def2-TZVPD
C -0.078 -2.393 -1.473
C -0.019 -1.099 -1.519
C -0.778 -0.089 -0.091
C 0.068 1.384 1.501
N 0.368 0.654 0.268
O 0.897 -0.295 -2.083
O 1.216 2.113 1.931
H 0.495 -3.066 -2.104
H -0.936 -2.939 -1.039
H -1.155 -0.743 0.707
H -1.620 0.642 -0.479
H -0.708 2.026 1.141
H -0.258 0.808 2.391
H 0.721 1.390 -0.411
H 0.977 -0.068 0.447
H 1.544 -0.839 -2.586
H 1.069 3.006 1.785
```

Calculated values
Total charge: +1
LUMO energy: -3.373 eV
Kohn-Sham gap: 10.3 eV
HOMO: -13.692 eV

---

--- two ---
ORCA calculation (ωB97M-V/def2-TZVPD) on the ion C4H10NO2 with charge +1.

```
17
C4H10NO2 | the OMol25 dataset | ωB97M-V/def2-TZVPD
C 2.775 0.204 0.339
C 0.955 0.104 -0.604
C -1.241 1.176 0.229
C -1.041 -1.320 -0.059
N -0.305 -0.010 0.189
O 1.795 1.086 -0.260
O 1.925 -0.976 -0.011
H 3.626 0.303 -0.323
H 3.009 0.165 1.482
H 0.852 -0.140 -1.611
H -1.584 1.254 -0.825
H -2.100 1.164 0.902
H -0.511 1.935 0.381
H -1.514 -1.358 -1.082
H -0.298 -2.170 -0.287
H -1.793 -1.387 0.824
H -0.052 -0.236 1.081
```

Calculated values
Total charge: +1
SMILES string: C[NH+](C)C1OCO1
LUMO energy: -3.058 eV
Kohn-Sham gap: 12.1 eV
HOMO: -15.163 eV

---

--- three ---
ORCA calculation (ωB97M-V/def2-TZVPD) on the ion C4H10NO2 with charge +1.

```
17
C4H10NO2 | the OMol25 dataset | ωB97M-V/def2-TZVPD
C -0.531 -1.526 -0.706
C -0.645 -0.210 -1.225
C -0.948 0.742 -0.152
C -0.008 0.972 0.890
O 0.512 2.230 0.725
O 0.349 0.232 1.720
N 0.994 -2.065 -0.901
H -0.721 -1.429 0.412
H -1.325 -2.191 -1.175
H -1.448 -0.192 -2.062
H 0.080 0.191 -1.980
H -1.905 0.484 0.439
H -1.301 1.865 -0.414
H 1.396 2.493 1.296
H 1.126 -3.041 -0.813
H 1.419 -1.750 -1.731
H 1.620 -1.535 -0.070
```

Calculated values
Total charge: +1
SMILES string: [NH3+]CCCC(=O)O
LUMO energy: -3.803 eV
Kohn-Sham gap: 10.5 eV
HOMO: -14.302 eV

---

Pick three: it beats the second-best structure by 131.9 kJ/mol.